Density functional theory data (wB97M-V/def2-TZVPD) for C30H63BrFN12Si2W as an isolated structure.

XYZ file:
```
110
Properties=species:S:1:pos:R:3:forces:R:3
W 2.467 -0.800 -1.931 -0.43 3.04 1.21
C -0.312 -4.938 -2.436 0.31 -1.56 -0.21
Si -0.047 -3.166 -1.928 -0.98 -0.80 1.66
C -1.377 -2.029 -2.537 -0.05 0.63 -0.21
C 0.010 -3.269 -0.037 0.20 -0.54 -0.62
N 1.662 -2.449 -2.223 0.55 0.51 -0.41
C 2.557 -3.449 -2.730 0.43 -2.84 1.17
C 2.776 -3.594 -4.100 0.64 1.17 -0.59
C 3.033 -4.832 -4.697 0.75 0.00 -0.20
C 3.159 -6.001 -3.920 -0.20 1.70 1.04
C 3.056 -5.873 -2.487 0.52 -0.53 -2.21
C 2.841 -4.644 -1.937 -1.32 1.34 0.85
F 2.668 -4.567 -0.551 0.48 0.12 -1.89
H 0.218 -5.691 -1.728 -1.11 1.38 -0.96
H 0.065 -5.211 -3.447 -0.39 0.26 0.48
H -1.445 -5.138 -2.440 1.63 0.30 0.14
H -2.354 -2.554 -2.462 0.57 0.29 0.23
H -1.301 -1.751 -3.613 0.07 0.06 0.75
H -1.391 -1.135 -1.855 -0.29 -0.62 -0.82
H -0.885 -3.824 0.265 -0.06 0.37 0.15
H 0.079 -2.325 0.490 -0.23 0.30 0.26
H 0.850 -3.910 0.278 -0.34 0.35 -0.16
H 2.911 -2.620 -4.657 -0.92 -1.32 0.07
H 3.210 -4.833 -5.789 -0.14 -0.23 0.80
H 3.405 -6.943 -4.398 -0.22 0.00 0.21
H 3.133 -6.777 -1.908 0.12 0.06 0.46
N 3.647 -1.021 0.086 -0.42 -0.36 -0.79
C 3.898 0.369 0.575 0.34 0.76 -0.32
C 2.630 1.253 0.444 1.88 1.68 -0.49
N 1.574 0.504 -0.279 -1.07 -1.27 1.52
H 3.045 -1.614 0.702 0.65 0.71 -0.26
H 4.549 -1.485 0.041 -0.02 -0.35 0.02
H 4.733 0.843 0.006 -0.61 -0.74 -0.03
H 4.279 0.411 1.586 -0.16 -0.49 0.41
H 2.942 2.161 -0.200 -0.79 -1.33 1.00
H 2.419 1.660 1.464 -0.76 -0.50 -1.01
H 0.897 1.159 -0.644 -0.20 0.22 -0.14
H 1.008 -0.024 0.438 0.54 0.47 -0.77
N 5.089 0.131 -6.586 -1.02 0.29 0.93
N 4.992 0.051 -5.195 -0.15 -0.45 3.02
N 5.990 -0.324 -4.373 1.15 0.03 -1.48
C 5.421 -0.551 -3.227 -0.75 -0.29 0.71
N 4.073 -0.356 -3.255 2.20 0.59 -2.16
N 3.890 0.104 -4.491 4.04 -1.39 -1.50
H 6.014 0.390 -6.862 1.04 -0.01 0.18
H 4.431 0.791 -7.036 0.00 -0.49 0.82
H 5.889 -0.838 -2.308 0.65 -0.23 -0.10
C 2.162 2.571 -3.347 -0.33 0.62 -0.56
N 1.610 1.168 -3.288 -1.84 -0.92 1.44
C 0.160 1.351 -2.955 -1.34 1.81 -0.59
N -0.626 2.214 -3.945 2.15 -1.51 -1.41
C 0.108 3.489 -4.134 -0.96 0.16 2.29
N 1.504 3.274 -4.422 1.07 0.47 -0.50
C 1.596 2.653 -5.778 -1.49 0.85 0.96
N 0.956 1.344 -5.710 -1.73 -0.20 1.23
C 1.535 0.593 -4.634 3.42 -1.62 -2.86
C -0.463 1.532 -5.326 -0.17 0.43 0.81
H 3.227 2.507 -3.545 0.25 0.12 0.08
H 1.946 3.162 -2.414 0.34 -0.91 -0.58
H 0.094 1.857 -1.992 -0.36 0.14 0.06
H -0.360 0.411 -2.957 0.01 -0.55 0.22
H -0.009 4.017 -3.167 0.37 0.04 -0.37
H -0.413 4.112 -4.858 0.24 -0.19 -0.28
H 2.592 2.623 -6.218 0.12 0.00 0.32
H 0.941 3.357 -6.338 0.77 -0.76 -0.37
H 2.760 0.419 -4.913 -6.05 1.00 0.00
H 1.142 -0.441 -4.540 -0.41 0.52 -0.17
H -1.006 0.587 -5.299 0.25 -0.09 -0.08
H -0.891 2.166 -6.076 -0.67 0.39 -0.17
C -0.604 -0.290 4.431 -0.47 -0.18 0.40
C -2.063 -0.222 4.980 -0.05 0.98 0.31
C -2.670 -1.538 4.495 -0.99 0.22 -1.13
C -2.200 -0.189 6.538 -0.11 -1.34 -0.36
Si -2.903 1.381 4.378 -1.93 0.60 0.72
Br -1.932 1.873 2.407 0.81 0.07 -0.93
C -2.607 3.007 5.397 2.24 -0.27 0.44
C -1.058 3.034 5.754 -0.42 -1.61 -1.27
C -3.389 3.066 6.757 -1.28 -0.11 -2.06
C -2.715 4.300 4.562 -2.33 0.13 -0.10
C -4.823 1.133 3.981 1.34 0.50 -0.33
C -5.557 2.474 3.782 0.85 0.38 1.01
C -4.855 0.498 2.581 0.46 0.60 0.01
C -5.490 0.355 5.123 -0.15 -0.41 1.40
H -0.174 -1.147 4.922 0.59 -0.35 0.33
H 0.053 0.570 4.558 -0.23 0.13 0.18
H -0.643 -0.545 3.369 -0.04 0.16 -0.01
H -1.948 -2.314 4.737 -0.21 -0.39 0.01
H -2.815 -1.491 3.394 0.45 -0.24 0.42
H -3.685 -1.811 4.843 0.75 0.29 0.36
H -1.541 -0.991 6.920 -0.46 0.15 0.15
H -3.266 -0.397 6.819 1.05 -0.02 -0.19
H -1.917 0.710 7.050 0.27 0.49 -0.03
H -0.784 2.061 6.174 0.32 0.45 0.56
H -0.829 3.881 6.395 0.11 -0.11 0.08
H -0.468 3.070 4.803 -0.36 0.38 0.69
H -2.900 3.721 7.450 0.18 0.44 0.38
H -3.520 2.085 7.203 0.13 -0.04 0.18
H -4.418 3.437 6.516 0.79 -0.16 0.55
H -2.647 4.174 3.457 -0.06 0.05 0.91
H -1.935 4.979 4.873 0.06 0.39 0.04
H -3.717 4.755 4.806 0.97 -0.09 -0.55
H -5.229 2.999 2.878 0.10 0.16 0.39
H -5.528 3.100 4.691 0.46 0.08 -0.51
H -6.604 2.306 3.699 -1.04 -0.51 -0.48
H -4.426 -0.491 2.484 0.03 -0.29 0.14
H -4.282 1.183 1.926 -0.52 -0.61 0.11
H -5.854 0.501 2.208 -0.92 -0.28 -0.29
H -5.019 0.496 6.156 -0.30 -0.05 -1.43
H -5.491 -0.756 4.948 -0.35 1.13 0.13
H -6.511 0.775 5.305 0.51 -0.81 -0.41
```
Forces are in eV/Å.

As for the spin multiplicity: 3. The value obtained for the largest force on an atom is 6.14 eV/Å. The calculation puts the HOMO-LUMO gap (alpha / beta) at 3.225 / 3.232 eV. The charge is +3. For the total energy, the calculation gives -5156.7531 Ha. The molar mass is 930.8 g/mol.

Mulliken population analysis, charges in e, atoms 1 to 8:
1. W 1.6662
2. C -0.9716
3. Si 0.0163
4. C -1.0155
5. C -0.7067
6. N 0.9372
7. C 0.4663
8. C 0.0787